C2H4NOS2 | wB97M-V/def2-TZVPD

Its HOMO energy (alpha / beta) is -14.306 / -14.293 eV. As for the relative energy (zero: lowest compared OMol25 entry of this formula, charge and spin): 26.3 kcal per mole. The total charge is +1. The value obtained for the orbital gap (alpha / beta) is 0.2391 / 0.2384 hartree.

Each atom is followed by the atoms it is bonded to, with distances in Å.
Element x y z (Å)
1 C -0.33 -0.70 -0.47  C2 1.548, N3 1.451, H7 1.106, H8 1.139
2 C 0.35 0.68 -0.26  C1 1.548, S5 1.889, H9 1.151, H10 1.139
3 N -0.04 -0.96 -1.86  C1 1.451, O4 1.204
4 O -0.27 -2.04 -2.33  N3 1.204
5 S 0.27 1.54 -1.94  C2 1.889, S6 1.874
6 S 1.84 2.51 -2.30  S5 1.874
7 H -0.07 -1.62 0.08  C1 1.106
8 H -1.45 -0.73 -0.26  C1 1.139
9 H -0.16 1.22 0.61  C2 1.151
10 H 1.48 0.67 -0.07  C2 1.139